Below is a molecular structure, C31H28HgN5O11 at a distorted geometry, with properties calculated with ωB97M-V/def2-TZVPD.

Results
Energy above the lowest of the compared OMol25 structures with the same formula, charge and spin, kcal per mole: 0.0
Net charge: +1
Electronic energy, hartree: -2452.10944
LUMO, eV: -5.87
Spin multiplicity: 1

Last column: Löwdin charge in e.
Geometry (Å):
Hg 2.069 -0.889 1.329  1.3587
C -0.736 -0.608 -0.749  -0.2421
O 0.463 -1.000 -0.146  -0.4505
H -1.580 -0.361 -0.097  0.0624
H -0.530 0.304 -1.328  0.0577
H -1.012 -1.385 -1.468  0.0831
C -2.613 3.540 2.476  -0.0405
C -2.056 2.596 1.641  -0.0509
C -0.991 1.800 2.076  -0.0095
C -0.405 2.067 3.296  -0.1412
C -0.957 3.020 4.149  -0.0046
C -2.008 3.808 3.727  -0.0389
N 0.763 1.315 3.773  -0.3106
O 1.272 0.592 2.925  -0.0926
O 1.155 1.438 4.896  0.1473
H -3.451 4.144 2.156  0.1132
H -2.407 2.521 0.621  0.1169
H -0.544 1.112 1.368  0.0849
H -0.499 3.239 5.103  0.1253
H -2.406 4.531 4.424  0.1133
C 4.407 4.442 -3.260  -0.0606
C 4.909 3.779 -2.131  -0.0570
C 4.017 3.091 -1.345  -0.0311
C 2.670 3.035 -1.635  -0.1469
C 2.194 3.667 -2.779  0.0087
C 3.061 4.413 -3.592  -0.0443
N 1.739 2.328 -0.736  -0.3129
O 0.594 2.680 -0.728  0.1168
O 2.221 1.455 -0.024  -0.0177
H 5.101 4.972 -3.900  0.1138
H 5.909 3.978 -1.776  0.1178
H 4.362 2.667 -0.409  0.1241
H 1.135 3.540 -2.964  0.1223
H 2.677 4.857 -4.498  0.1141
C -1.318 -5.719 -1.967  -0.0753
C -2.181 -6.471 -2.737  -0.0809
C -3.543 -6.346 -2.623  -0.0142
C -4.061 -5.435 -1.734  -0.1452
C -3.212 -4.618 -0.983  0.0100
C -1.815 -4.743 -1.104  -0.0517
N -5.507 -5.218 -1.654  -0.3588
O -6.188 -5.627 -2.573  0.0899
O -5.915 -4.557 -0.725  0.0785
H -0.267 -5.803 -2.212  0.1060
H -1.872 -7.146 -3.526  0.1121
H -4.103 -6.973 -3.302  0.1249
H -3.664 -3.869 -0.350  0.1083
H -1.120 -4.117 -0.562  0.0964
C -3.222 0.569 5.935  -0.0495
C -3.888 0.402 4.724  -0.0592
C -3.355 -0.356 3.701  -0.0067
C -2.086 -0.911 3.815  -0.1563
C -1.413 -0.778 5.015  -0.0155
C -1.975 -0.020 6.047  -0.0597
N -1.483 -1.674 2.712  -0.3243
O -0.262 -1.775 2.689  -0.0143
O -2.233 -2.255 1.979  0.1216
H -3.635 1.173 6.730  0.1147
H -4.821 0.914 4.533  0.1150
H -3.957 -0.458 2.808  0.1263
H -0.410 -1.171 5.112  0.1204
H -1.396 0.079 6.956  0.1147
C 2.941 0.831 -4.993  -0.0541
C 4.260 1.098 -4.602  -0.0649
C 4.770 0.575 -3.448  -0.0143
C 3.966 -0.212 -2.628  -0.1480
C 2.625 -0.398 -2.965  0.0117
C 2.095 0.147 -4.143  -0.0488
N 4.422 -0.890 -1.424  -0.3222
O 3.619 -1.403 -0.646  -0.0337
O 5.620 -0.973 -1.353  0.1419
H 2.578 1.388 -5.847  0.1149
H 4.782 1.847 -5.182  0.1159
H 5.752 0.927 -3.161  0.1266
H 1.905 -0.891 -2.322  0.1050
H 1.041 0.168 -4.382  0.1142